The following is a quantum chemistry calculation of a molecular structure, C40H38Co2N2O6P, from OMol25.

* LUMO energy: -0.1194 Ha
* spin multiplicity: 1
* total charge: +1
* E_HOMO: -9.38 eV

```
89
Properties=species:S:1:pos:R:3:forces:R:3:mulliken_charge:R:1
O 3.51177 3.15792 3.49969 -1.267 0.302 -1.438 -0.371
C 2.80685 3.32320 2.59689 1.771 -0.519 1.374 -0.049
Co 1.77148 3.71971 1.22196 0.670 -0.401 1.352 0.294
C 0.73288 5.12901 1.25737 -2.816 2.100 0.037 0.113
O 0.01268 6.03059 1.34483 1.562 -1.434 -0.141 -0.343
C 3.09946 4.58487 0.52030 2.254 0.942 -1.927 0.364
O 3.99020 5.19310 0.10279 -1.688 -1.006 0.937 -0.362
C 0.88072 2.23717 0.11372 -1.000 -0.507 -3.407 -1.010
C 1.29545 0.96355 0.15820 0.047 2.637 0.744 -0.935
C 2.22074 0.05551 -0.52654 2.266 0.467 0.350 1.790
C 3.10234 -0.53380 0.59010 0.060 0.063 -0.343 -0.552
C 4.49911 -0.49372 0.49609 -0.508 -0.277 0.229 -0.664
C 5.25463 -1.23152 1.41865 -0.178 0.127 -0.121 -0.804
C 4.61168 -1.96207 2.42498 0.223 0.021 0.057 -0.697
C 3.21865 -1.94117 2.55641 -0.089 0.173 -0.376 -0.967
C 2.46112 -1.21466 1.63260 0.357 -0.791 -0.150 -0.552
Co 0.67326 1.61399 1.78731 -0.780 -0.429 2.864 0.996
C 1.42191 0.80425 3.15586 1.364 -1.313 3.547 0.044
O 1.81036 0.41979 4.18274 -0.810 0.814 -2.549 -0.405
C 0.24608 3.00224 2.85848 -0.648 1.007 1.056 -0.147
O -0.18897 3.60794 3.76022 0.794 -0.918 -1.506 -0.440
P -1.26461 0.81163 2.11787 -1.171 0.091 -0.062 2.232
C -1.55407 -0.18312 3.63155 -0.223 -0.105 0.023 0.209
C -2.15129 -1.45183 3.60389 0.243 -0.009 0.284 -0.145
C -2.32517 -2.17130 4.78977 -0.035 0.220 0.004 -0.898
C -1.99926 -1.59060 6.01755 0.079 0.037 -0.189 -0.680
C -1.48336 -0.29182 6.05577 -0.035 -0.012 -0.217 -0.828
C -1.25313 0.40774 4.86945 -0.077 -0.189 0.032 -0.359
C -2.71960 1.93772 2.15939 -0.019 0.030 -0.202 0.333
C -3.94381 1.46465 2.65158 -0.060 0.298 -0.025 -0.654
C -5.05876 2.30418 2.68097 0.205 -0.028 -0.092 -0.710
C -4.96006 3.61769 2.21107 0.138 -0.139 0.002 -0.664
C -3.74623 4.08519 1.70416 0.054 -0.134 -0.021 -0.879
C -2.62707 3.24806 1.66935 -0.250 -0.145 0.073 0.439
C -1.60934 -0.27151 0.69059 0.231 -0.131 -0.073 0.469
C -2.17843 0.30528 -0.45109 -0.047 -0.318 0.056 -0.581
C -2.39334 -0.47602 -1.58295 -0.238 0.107 0.103 -0.860
C -2.04509 -1.82384 -1.58502 0.099 -0.061 -0.083 -0.674
C -1.38920 -2.37654 -0.48339 -0.004 -0.025 0.033 -1.400
C -1.14265 -1.59595 0.64863 -0.325 0.079 -0.151 -0.479
H 0.19700 2.63192 -0.64546 0.473 0.261 -0.140 0.852
H 2.85205 0.60672 -1.24092 -0.045 0.118 0.490 0.843
H 4.96202 0.07224 -0.31818 -0.028 -0.228 0.334 0.498
H 6.34280 -1.24415 1.32366 -0.368 -0.021 0.149 0.442
H 5.21093 -2.56675 3.11441 -0.245 0.318 -0.244 0.422
H 2.72089 -2.50276 3.35534 0.261 0.247 -0.349 0.480
H 1.36341 -1.30278 1.61806 0.705 0.247 0.214 1.136
H -2.48325 -1.88808 2.66323 0.111 0.079 0.292 0.593
H -2.72632 -3.18395 4.74270 0.012 0.297 0.077 0.446
H -2.15589 -2.14589 6.94389 0.062 0.171 -0.282 0.393
H -1.25249 0.18103 7.01044 -0.070 -0.137 -0.254 0.457
H -0.87060 1.43010 4.91440 -0.023 -0.335 -0.014 0.340
H -4.02012 0.44209 3.02260 -0.033 0.288 -0.054 0.382
H -6.00213 1.92565 3.07336 0.216 0.134 -0.103 0.429
H -5.83275 4.27325 2.23776 0.294 -0.194 0.002 0.382
H -3.65899 5.10602 1.33310 -0.053 -0.247 0.099 0.460
H -1.68744 3.61973 1.25412 -0.255 -0.121 0.164 0.016
H -2.45510 1.36152 -0.44882 -0.021 -0.344 0.011 0.431
H -2.85573 -0.02225 -2.45848 0.141 -0.171 0.202 0.378
H -2.27870 -2.44310 -2.45255 0.113 0.152 0.223 0.470
H -1.09663 -3.42997 -0.48781 -0.120 0.292 -0.018 0.567
H -0.65838 -2.03739 1.52338 -0.150 0.123 -0.325 0.613
C -2.10263 -1.13849 -7.88694 -0.004 0.073 -0.018 -1.338
C -0.96770 -1.53479 -6.94672 0.372 -0.216 0.487 -0.184
C -0.62841 -0.47296 -5.89038 -0.229 0.685 -0.115 -0.596
N 0.49658 -0.83297 -5.01506 0.630 -0.297 0.015 -0.165
C 0.62133 -0.39562 -3.72718 -1.564 0.866 0.108 0.035
C 1.84710 -0.88830 -2.93763 0.196 -0.329 0.349 0.657
C 2.25064 -2.29032 -3.40330 0.473 -0.185 -0.513 -0.771
C 2.19299 -3.25776 -2.23570 -0.329 -0.414 0.553 -1.034
C 2.00279 -2.41742 -0.97429 0.516 -0.439 -0.202 -0.120
N 1.60990 -0.99483 -1.38408 -1.501 -1.231 -1.017 1.419
O -0.22470 0.32802 -3.19740 1.128 -0.716 -0.164 -0.563
H -2.32601 -1.97247 -8.55673 0.010 0.094 0.071 0.372
H -3.02244 -0.89674 -7.34601 0.131 0.004 -0.012 0.344
H -1.83594 -0.28354 -8.51609 -0.018 -0.051 0.157 0.339
H -1.23596 -2.46224 -6.42281 0.094 0.082 -0.127 0.300
H -0.07153 -1.74398 -7.54731 -0.093 -0.032 0.123 0.310
H -0.37915 0.47059 -6.40161 -0.189 -0.139 0.170 0.243
H -1.48953 -0.28294 -5.23728 0.220 -0.005 -0.187 0.243
H 1.28853 -1.28326 -5.47782 -0.487 0.272 0.369 0.348
H 2.65963 -0.16239 -3.05820 -0.212 -0.144 0.007 0.423
H 1.55363 -2.65339 -4.16302 0.332 0.160 0.123 0.378
H 3.25524 -2.24452 -3.84180 -0.244 -0.116 0.079 0.343
H 1.36931 -3.97682 -2.33907 0.230 0.217 -0.132 0.333
H 3.12796 -3.83184 -2.14305 -0.445 0.153 -0.039 0.356
H 1.24718 -2.78064 -0.27552 0.156 0.049 -0.223 0.248
H 2.97430 -2.42080 -0.46604 -0.583 0.453 -0.106 0.168
H 0.58439 -0.87832 -1.23899 0.283 -0.348 -0.313 -1.289
```
Positions in Å, forces in eV/Å.

The following is a quantum chemistry calculation of a molecular structure, C40H38GeS4SbSiTc, from OMol25.

* LUMO energy: -0.0197 Ha
* spin multiplicity: 1
* total charge: 0
* E_HOMO: -7.56 eV

```
86
Properties=species:S:1:pos:R:3:forces:R:3:mulliken_charge:R:1
Tc 0.53028 0.30096 1.95754 -0.347 0.383 -0.322 -0.868
C -0.54928 3.64945 3.67078 -0.057 -0.059 -0.010 -1.515
C 0.56313 2.72279 3.29268 0.108 0.039 0.015 1.069
C 1.19630 2.86315 2.03532 -0.010 -0.097 0.027 0.088
C 2.24350 2.04369 1.63384 0.153 -0.152 -0.035 1.028
C 2.95728 2.26838 0.32724 -0.005 0.017 0.033 -1.377
C 2.63458 0.98723 2.50205 0.110 0.100 0.118 -1.470
C 2.01993 0.80620 3.76366 -0.044 -0.182 -0.026 1.275
C 2.51440 -0.24314 4.72767 -0.014 0.023 -0.002 -1.678
C 0.98871 1.70380 4.13077 0.181 0.045 0.011 -0.689
H -1.50287 3.26850 3.29338 -0.020 -0.003 -0.013 0.066
H -0.38152 4.64128 3.24971 -0.011 -0.006 0.011 0.387
H -0.64343 3.73128 4.75244 0.007 0.002 0.001 0.441
H 0.86779 3.65170 1.36671 -0.044 -0.039 -0.005 0.213
H 2.70407 1.49330 -0.39609 -0.003 0.013 0.004 -0.157
H 4.03772 2.25029 0.47761 0.003 0.005 0.008 0.463
H 2.67854 3.22860 -0.10411 0.001 -0.009 0.010 0.364
H 3.49999 0.39011 2.24579 -0.078 -0.117 -0.071 0.518
H 2.07004 -1.21480 4.51648 -0.013 -0.002 -0.002 0.225
H 2.25496 0.02459 5.75049 0.010 0.008 0.005 0.424
H 3.59768 -0.34335 4.66160 0.001 -0.001 0.006 0.398
H 0.50478 1.56957 5.08950 -0.034 -0.013 -0.009 0.384
S -4.40108 -1.32045 1.33196 -0.004 -0.097 -0.104 -0.518
Sb -3.13408 0.07777 2.49111 -0.005 0.028 -0.035 0.631
S -1.04347 -0.71280 3.38857 -0.054 -0.094 0.197 -0.423
S -1.36529 1.27881 0.95471 -0.292 0.105 0.137 -0.245
S -3.96136 1.79331 3.65264 0.010 0.100 0.040 -0.548
C -5.49062 1.23253 -2.99728 0.003 -0.008 -0.010 -0.452
C -5.36152 1.62577 -1.67299 0.014 0.007 -0.001 -0.838
C -4.10130 1.75315 -1.10782 -0.038 -0.031 -0.043 -0.321
C -2.95638 1.49000 -1.86011 -0.099 0.011 -0.109 0.752
C -3.10118 1.09324 -3.19340 -0.052 0.002 0.021 -0.416
C -4.36102 0.96490 -3.76028 0.019 0.009 0.046 -0.607
Si -1.25702 1.65230 -1.15773 0.192 -0.331 0.086 -0.017
C -0.49372 3.34552 -1.28185 0.075 0.126 -0.024 0.448
C 0.62040 3.55357 -2.09526 0.010 0.055 -0.001 -0.346
C 1.23202 4.80176 -2.16380 -0.039 -0.030 0.020 -0.533
C 0.73230 5.85689 -1.41484 -0.016 -0.010 0.013 -0.507
C -0.38141 5.66683 -0.60142 0.022 -0.015 -0.014 -0.620
C -0.98697 4.42123 -0.53547 0.049 0.032 -0.037 -0.340
H -6.47529 1.12432 -3.43479 0.009 0.002 0.006 0.379
H -6.23992 1.82001 -1.07165 0.000 -0.014 -0.005 0.415
H -4.02230 2.04174 -0.06545 0.004 0.012 0.023 0.432
H -2.22250 0.87275 -3.79262 -0.012 -0.004 0.021 0.311
H -4.46347 0.64782 -4.79062 0.002 0.011 0.007 0.398
H -0.31153 0.70751 -1.79064 -0.083 0.046 -0.059 -0.116
H 1.02317 2.72793 -2.67523 -0.010 0.014 0.015 0.322
H 2.09771 4.94864 -2.79790 -0.006 -0.001 -0.003 0.441
H 1.20627 6.82939 -1.46534 -0.009 -0.011 0.005 0.381
H -0.77503 6.49117 -0.01994 0.004 0.001 -0.004 0.429
H -1.84271 4.27907 0.11753 0.003 -0.004 -0.021 0.456
C 0.71406 -1.02462 0.95233 0.458 0.181 0.110 0.722
Ge 0.64537 -2.50281 -0.33902 -0.046 -0.001 0.006 2.096
C 1.07786 -1.62889 -2.01819 0.037 0.031 -0.166 0.721
C 2.16201 -0.74834 -1.98712 -0.035 -0.018 -0.074 -0.647
C 2.53487 -0.03178 -3.11422 -0.022 0.002 0.013 -0.795
C 1.82583 -0.18938 -4.29897 0.002 -0.008 0.002 -0.514
C 0.76266 -1.07840 -4.35287 0.005 -0.018 0.041 -0.734
C 0.39465 -1.79816 -3.22074 0.051 0.140 0.029 -0.881
C 2.08564 -3.73995 0.07106 0.167 -0.065 0.111 0.260
C 2.22757 -4.28731 1.34850 0.014 0.021 -0.039 -0.385
C 3.22906 -5.20848 1.61826 -0.007 0.021 -0.022 -0.668
C 4.10321 -5.59854 0.61135 -0.016 0.013 0.003 -0.439
C 3.97407 -5.06252 -0.66063 -0.016 0.035 -0.018 -0.656
C 2.97281 -4.13509 -0.92863 0.029 -0.045 0.078 -0.538
C -1.07151 -3.33516 -0.07614 -0.181 -0.109 -0.025 0.987
C -1.39425 -3.67418 1.23979 -0.046 -0.026 -0.068 -0.401
C -2.55708 -4.37231 1.52302 0.038 -0.007 0.003 -0.789
C -3.41507 -4.73409 0.49645 -0.030 -0.009 0.003 -0.524
C -3.11731 -4.38661 -0.81172 0.020 0.028 -0.007 -0.735
C -1.95008 -3.69187 -1.09860 -0.003 -0.003 0.135 -0.147
H 2.71874 -0.61688 -1.06431 0.002 -0.022 -0.007 0.738
H 3.37507 0.65119 -3.07129 0.003 -0.008 0.001 0.453
H 2.10969 0.37128 -5.18073 -0.004 0.000 0.007 0.400
H 0.21689 -1.21465 -5.27827 -0.002 0.003 0.013 0.440
H -0.44337 -2.47606 -3.28697 -0.010 -0.022 -0.015 0.278
H 1.55054 -3.99677 2.14448 -0.001 0.005 -0.009 0.251
H 3.32624 -5.62572 2.61262 -0.004 0.003 -0.002 0.404
H 4.88339 -6.31983 0.81987 -0.009 0.005 -0.003 0.374
H 4.65337 -5.36490 -1.44776 -0.004 0.003 0.000 0.393
H 2.88776 -3.71965 -1.92630 -0.010 0.003 -0.005 0.373
H -0.75464 -3.36414 2.05757 0.008 0.001 0.013 0.142
H -2.80446 -4.61321 2.54852 -0.003 0.014 0.003 0.409
H -4.33219 -5.26384 0.72019 0.008 -0.003 -0.003 0.369
H -3.79906 -4.64732 -1.61153 0.014 -0.002 0.005 0.400
H -1.74163 -3.42926 -2.12514 0.000 -0.007 -0.037 0.105
```
Positions in Å, forces in eV/Å.

The following is a quantum chemistry calculation of a molecular structure, C40H39CdN6O2P2S, from OMol25.

* LUMO energy: -0.2767 Ha
* spin multiplicity: 1
* total charge: +3
* E_HOMO: -15.98 eV

```
91
Properties=species:S:1:pos:R:3:forces:R:3:mulliken_charge:R:1
Cd 1.62473 0.97581 -0.38233 -0.036 -0.060 -0.039 3.261
O 0.01274 1.87178 0.86579 -0.031 0.157 0.292 -0.789
S -1.34836 1.20643 1.09153 0.290 0.004 -0.329 1.050
C -2.49918 2.29934 0.38243 -0.116 -0.073 -0.105 0.865
C -3.41175 3.14589 0.97885 0.075 0.045 -0.002 -0.943
C -4.21885 3.91718 0.15064 -0.029 0.025 0.028 -0.850
C -4.08871 3.83089 -1.22624 -0.010 0.024 -0.031 -0.932
C -3.17911 2.95262 -1.81137 0.015 0.014 -0.010 -0.607
C -2.37290 2.15171 -1.01250 0.016 -0.083 0.121 -0.058
P -1.26709 0.86087 -1.79508 -0.171 0.169 -0.097 2.910
C -2.18766 0.36723 -3.25083 -0.017 -0.006 0.016 0.335
C -3.11467 -0.67091 -3.12479 0.018 0.046 -0.022 -0.247
C -3.90369 -1.01425 -4.21082 0.013 -0.001 0.022 -0.624
C -3.77980 -0.32634 -5.41156 -0.009 -0.018 0.000 -0.662
C -2.86756 0.71240 -5.53338 0.025 0.024 0.000 -0.937
C -2.06994 1.06492 -4.45450 -0.021 -0.040 0.033 -0.264
C 0.22731 1.75829 -2.37187 -0.205 -0.053 -0.052 -1.493
C 0.92555 1.14119 -3.42676 0.018 0.032 0.061 -0.216
C 1.98336 1.79304 -4.03484 0.035 -0.006 -0.006 -1.104
C 2.37782 3.05162 -3.58916 0.008 -0.003 -0.023 -0.589
C 1.71072 3.66702 -2.53910 0.044 -0.003 0.044 -0.966
C 0.62915 3.03487 -1.93355 -0.175 -0.022 -0.102 0.658
C -1.48033 0.73663 2.75909 -0.094 -0.123 0.042 0.246
C -1.77668 1.46892 3.89369 0.057 -0.010 0.024 -0.444
C -1.74574 0.80970 5.11673 -0.001 0.001 0.017 -1.061
C -1.38625 -0.53110 5.18408 -0.018 0.036 0.034 -0.756
C -1.05192 -1.25002 4.04020 0.025 0.015 0.021 -1.247
C -1.11990 -0.62361 2.80133 0.083 0.128 -0.078 0.519
P -0.84876 -1.59793 1.25872 0.071 -0.093 -0.228 2.283
C -2.39831 -2.23066 0.71110 -0.026 -0.009 0.053 0.551
C -2.37618 -3.29638 -0.19420 -0.101 0.012 -0.016 -0.494
C -3.57375 -3.79518 -0.67465 0.014 -0.003 0.007 -0.925
C -4.77766 -3.23226 -0.25933 -0.001 -0.002 0.004 -0.564
C -4.79493 -2.17056 0.63662 -0.035 -0.002 0.004 -0.859
C -3.60241 -1.66599 1.13014 0.000 -0.023 -0.006 -0.444
C 0.28264 -2.90853 1.66136 -0.058 -0.051 0.036 0.303
C -0.21841 -4.03569 2.31891 -0.008 -0.041 -0.060 -0.696
C 0.64106 -5.06342 2.67162 0.012 -0.018 0.015 -0.832
C 1.99241 -4.97118 2.36513 -0.003 -0.006 -0.001 -0.702
C 2.48750 -3.85622 1.70031 0.009 0.036 -0.024 -0.708
C 1.63919 -2.81907 1.34552 -0.011 -0.065 0.092 -0.455
H -3.49922 3.21266 2.05522 -0.003 -0.007 -0.036 0.390
H -4.94846 4.58661 0.58646 0.012 -0.002 -0.016 0.477
H -4.71923 4.44007 -1.86108 0.016 -0.023 0.007 0.470
H -3.13198 2.87940 -2.88995 -0.019 -0.005 0.016 0.541
H -3.20433 -1.20529 -2.18784 -0.015 -0.008 -0.013 -0.129
H -4.62036 -1.82064 -4.12260 0.023 0.017 0.005 0.476
H -4.39849 -0.60095 -6.25600 0.010 0.010 0.014 0.434
H -2.77516 1.24861 -6.46902 -0.002 -0.012 0.030 0.441
H -1.36592 1.88149 -4.55891 -0.003 -0.001 -0.016 0.504
H 0.60131 0.16986 -3.78209 0.012 -0.015 -0.003 0.667
H 2.48912 1.33300 -4.87513 -0.015 0.012 0.019 0.568
H 3.19429 3.56555 -4.08088 -0.015 -0.009 0.013 0.475
H 2.00495 4.65571 -2.21184 -0.004 -0.015 0.002 0.510
H 0.06257 3.54992 -1.16781 0.012 -0.038 0.062 0.547
H -2.01068 2.52383 3.83564 -0.013 -0.031 0.004 0.524
H -1.99229 1.34876 6.02199 0.008 -0.017 -0.006 0.480
H -1.36115 -1.02840 6.14538 0.008 0.015 -0.023 0.497
H -0.75539 -2.28597 4.13238 -0.003 0.010 -0.029 0.533
H -1.43587 -3.72844 -0.51485 -0.016 0.008 -0.010 0.474
H -3.57224 -4.62673 -1.36703 -0.005 0.012 0.016 0.465
H -5.71234 -3.63502 -0.62863 0.019 0.011 0.001 0.481
H -5.73672 -1.74831 0.96162 0.019 -0.017 -0.007 0.490
H -3.61435 -0.85548 1.85000 -0.024 -0.025 -0.028 0.413
H -1.27959 -4.12819 2.52415 0.038 0.011 0.019 0.558
H 0.25509 -5.94116 3.17279 0.003 0.016 -0.014 0.460
H 2.66000 -5.77979 2.63350 -0.012 0.020 -0.007 0.440
H 3.53799 -3.80264 1.44494 -0.020 -0.009 0.016 0.489
H 2.02874 -1.96215 0.81336 0.020 0.035 -0.018 0.161
C 6.52836 0.60651 2.30089 -0.071 0.013 0.008 -1.194
N 5.09654 0.93263 2.33106 0.087 0.050 0.037 0.144
C 4.52818 1.37952 3.60260 -0.004 -0.025 -0.010 -1.244
C 4.30500 0.84140 1.25677 0.001 -0.017 -0.085 0.547
N 3.00440 0.94030 1.28381 0.324 -0.005 0.315 -1.094
N 4.98193 0.66819 0.04923 -0.131 -0.039 -0.056 -0.180
C 4.53751 0.17873 -1.16728 0.030 -0.007 0.132 0.411
N 5.53116 -0.11350 -2.02197 0.015 0.003 -0.060 -0.368
N 3.27923 0.02335 -1.45262 0.157 -0.066 -0.022 -0.546
H 6.85679 0.41236 3.31662 -0.010 0.006 0.022 0.418
H 7.12854 1.43133 1.90890 -0.010 0.014 -0.003 0.352
H 6.71193 -0.30165 1.72916 -0.012 -0.016 -0.014 0.447
H 5.33217 1.74827 4.23133 0.013 -0.008 0.013 0.446
H 4.02289 0.56411 4.12537 0.005 0.003 -0.006 0.332
H 3.83314 2.20337 3.44232 0.006 0.012 -0.014 0.462
H 2.64330 1.00487 2.22565 0.007 0.042 0.007 -0.006
H 5.96741 0.86545 0.09146 0.034 0.018 -0.013 0.213
H 6.50367 -0.06219 -1.77060 -0.004 -0.046 0.032 0.180
H 5.32476 -0.40485 -2.96213 -0.007 0.013 -0.004 0.222
H 3.14766 -0.41762 -2.35387 -0.007 0.019 -0.021 0.065
O -0.09341 -0.88879 -0.01955 0.057 0.405 0.275 -0.223
N -0.94512 -0.61718 -1.17793 -0.162 -0.271 -0.263 -0.732
```
Positions in Å, forces in eV/Å.